Formula: C40H82O42S13
Source: the Open Molecules 2025 dataset
Level of theory: ωB97M-V/def2-TZVPD

```
177
Properties=species:S:1:pos:R:3:forces:R:3:lowdin_charge:R:1
C 3.188 0.412 6.179 1.324 0.027 0.300 -0.18
C 1.741 0.078 6.343 -1.644 -0.621 -1.511 -0.22
C 1.170 0.097 4.906 -0.193 0.124 -0.146 -0.21
S 2.428 -0.648 3.790 -1.117 -2.223 2.320 0.72
O 2.605 0.074 2.575 -0.197 0.492 -1.118 -0.33
O 2.119 -2.119 3.716 0.897 2.697 0.063 -0.35
C 3.833 -0.305 4.909 -0.757 -0.098 1.187 -0.17
H 3.607 0.182 7.159 0.893 -0.505 -0.340 0.12
H 3.351 1.489 6.140 -0.223 0.098 -0.550 0.11
H 1.174 0.795 6.937 0.293 0.182 -0.007 0.12
H 1.533 -0.885 6.807 0.412 -0.182 -0.033 0.12
H 1.003 1.148 4.671 0.292 0.024 -0.555 0.09
H 0.219 -0.404 4.724 0.191 -0.236 0.113 0.08
H 4.580 0.288 4.382 -0.275 0.018 0.035 0.07
H 4.257 -1.286 5.126 -0.004 0.090 0.170 0.10
C 0.220 4.804 -5.463 -0.635 -0.075 1.267 -0.17
C -0.856 4.914 -4.282 0.570 -0.680 -0.890 -0.19
C -0.866 3.568 -3.558 0.461 -0.384 0.253 -0.21
S -0.347 2.248 -4.766 -0.583 0.972 -0.161 0.70
O -1.528 1.452 -5.075 0.663 -0.044 0.260 -0.33
O 0.910 1.601 -4.439 -0.953 0.432 0.047 -0.31
C -0.074 3.436 -6.103 -0.223 0.381 -0.147 -0.22
H 1.228 4.858 -5.051 0.022 -0.121 0.086 0.11
H 0.111 5.645 -6.147 -0.076 -0.241 -0.164 0.11
H -1.857 5.064 -4.685 0.056 0.095 -0.364 0.11
H -0.713 5.709 -3.550 0.436 0.092 -0.236 0.11
H -1.865 3.364 -3.172 0.167 -0.484 -0.067 0.08
H -0.142 3.549 -2.744 0.072 -0.130 -0.003 0.09
H -1.021 3.549 -6.631 -0.110 -0.375 0.000 0.10
H 0.649 2.988 -6.785 0.198 0.269 0.160 0.11
C -5.229 -0.713 -2.759 -0.475 -1.235 0.053 -0.20
C -5.380 -2.304 -2.619 0.305 1.825 -0.604 -0.19
C -6.438 -2.684 -3.644 -1.286 0.083 -0.594 -0.22
S -6.184 -1.666 -5.186 1.655 1.712 1.100 0.71
O -7.383 -0.972 -5.618 0.235 -0.837 0.559 -0.34
O -5.372 -2.331 -6.177 -0.283 -0.316 0.241 -0.34
C -5.045 -0.424 -4.257 -0.295 -1.570 -0.219 -0.16
H -4.413 -0.400 -2.108 0.188 0.255 -0.407 0.08
H -6.132 -0.266 -2.343 -0.097 0.147 -0.173 0.11
H -5.590 -2.550 -1.578 -0.529 -0.121 -0.190 0.09
H -4.398 -2.732 -2.820 -0.040 -0.262 -0.339 0.10
H -7.439 -2.315 -3.423 0.035 0.402 0.740 0.09
H -6.677 -3.732 -3.828 0.837 -0.113 -0.410 0.10
H -5.174 0.576 -4.671 -0.294 -0.103 0.345 0.09
H -4.065 -0.803 -4.546 0.137 0.161 -0.118 0.07
C -0.326 -5.988 1.782 1.390 -1.683 0.790 -0.20
C -0.508 -6.784 0.489 -0.379 -0.464 -0.365 -0.23
C -0.550 -5.789 -0.611 0.211 1.554 -1.399 -0.23
S 0.834 -4.616 -0.269 0.397 -0.238 0.234 0.74
O 0.537 -3.240 -0.732 0.591 -2.174 0.652 -0.34
O 2.120 -5.266 -0.586 -1.345 0.998 0.023 -0.35
C 0.630 -4.809 1.565 -1.417 1.516 -0.668 -0.19
H 0.172 -6.594 2.539 -0.122 -0.383 -0.012 0.11
H -1.311 -5.833 2.222 0.133 0.985 -0.190 0.11
H -1.443 -7.344 0.463 -0.132 0.061 0.311 0.12
H 0.238 -7.531 0.220 0.431 0.166 0.542 0.12
H -1.408 -5.117 -0.631 -0.270 -0.023 0.398 0.10
H -0.524 -6.200 -1.620 0.522 0.079 -0.012 0.11
H 0.109 -3.917 1.913 0.191 0.351 -0.101 0.08
H 1.607 -4.773 2.046 -0.074 -0.608 -0.167 0.10
C -3.905 -0.845 1.433 -0.707 -1.459 0.289 -0.19
C -4.028 -2.349 0.949 -0.773 -0.833 -0.366 -0.17
C -3.231 -3.440 1.781 0.221 1.699 0.291 -0.19
S -3.171 -2.656 3.425 -0.602 2.823 0.079 0.74
O -1.874 -2.915 4.076 -1.747 -0.179 -0.372 -0.36
O -4.478 -2.735 4.121 1.998 -0.996 -0.607 -0.35
C -3.203 -0.884 2.782 1.367 -0.880 -0.517 -0.19
H -4.894 -0.388 1.475 -0.059 -0.205 0.128 0.12
H -3.363 -0.296 0.664 0.259 0.019 0.352 0.07
H -3.807 -2.329 -0.118 0.589 -0.533 0.104 0.09
H -5.060 -2.698 0.958 -0.206 0.345 0.285 0.10
H -2.198 -3.536 1.444 0.081 0.151 0.120 0.07
H -3.612 -4.441 1.979 -0.604 0.192 -0.542 0.10
H -2.158 -0.729 2.511 0.297 0.294 0.654 0.09
H -3.527 -0.202 3.568 0.019 -0.254 -0.040 0.10
C 2.458 -1.498 -3.466 0.022 1.194 1.649 -0.21
C 3.230 -2.829 -3.228 0.409 1.326 -2.422 -0.17
C 4.411 -2.646 -4.249 -0.207 -0.477 0.901 -0.22
S 4.957 -0.917 -4.040 1.428 -0.849 -0.374 0.74
O 5.114 -0.396 -5.419 -0.507 -0.041 2.405 -0.35
O 6.142 -0.987 -3.147 -1.669 0.757 -0.986 -0.38
C 3.421 -0.326 -3.089 0.735 -0.997 -1.015 -0.18
H 1.588 -1.456 -2.811 -0.151 0.048 -0.048 0.08
H 2.096 -1.247 -4.464 0.074 -0.842 -0.270 0.12
H 2.582 -3.676 -3.454 0.264 -0.101 0.118 0.11
H 3.674 -2.911 -2.236 -0.419 0.104 0.108 0.09
H 4.188 -2.796 -5.306 -0.449 0.159 0.162 0.10
H 5.262 -3.284 -4.011 0.139 0.242 0.051 0.09
H 3.187 0.691 -3.405 -0.295 -0.292 -0.289 0.07
H 3.628 -0.313 -2.019 0.499 -0.163 -0.096 0.08
C -1.734 3.744 0.860 -2.019 0.420 -2.197 -0.21
C -2.375 2.694 1.752 -0.906 2.160 -1.296 -0.22
O -1.253 2.112 2.226 3.968 -0.966 2.644 -0.21
S 0.100 3.157 2.420 -3.270 0.420 2.326 0.76
O 1.133 2.567 1.665 0.650 -0.062 -0.187 -0.21
O 0.278 3.505 3.844 -0.660 -0.619 -3.880 -0.22
O -0.648 4.347 1.537 1.207 -1.287 1.401 -0.15
H -2.391 4.551 0.535 0.042 0.090 0.597 0.11
H -1.538 3.230 -0.081 1.185 0.058 -0.061 0.11
H -2.900 1.918 1.195 -0.284 0.370 -0.135 0.12
H -3.018 3.243 2.439 -0.022 -0.613 0.824 0.14
C -5.781 5.139 -0.384 -0.695 1.405 0.692 -0.21
C -4.401 5.465 -1.012 -2.729 0.482 1.415 -0.17
O -3.864 4.179 -1.225 0.157 -1.269 -1.191 -0.22
S -5.030 3.067 -1.604 -2.636 -1.724 1.779 0.75
O -4.987 1.876 -0.721 0.773 3.200 -1.895 -0.26
O -5.277 2.854 -3.006 1.087 0.706 1.460 -0.21
O -6.296 4.014 -1.033 1.672 -1.462 -1.482 -0.18
H -6.447 5.975 -0.602 -0.112 0.004 -0.065 0.13
H -5.890 4.968 0.687 0.834 0.000 0.196 0.13
H -3.844 6.113 -0.336 0.595 -0.674 0.017 0.14
H -4.705 6.102 -1.843 0.905 -0.687 -0.960 0.13
C 4.295 -2.744 0.721 -0.720 0.370 0.011 -0.16
C 4.943 -3.027 2.058 0.353 -1.318 0.753 -0.18
O 5.282 -1.798 2.677 0.524 2.282 -0.770 -0.21
S 5.532 -0.637 1.483 -0.525 -1.237 -0.381 0.73
O 6.741 -0.860 0.736 -0.617 0.212 1.141 -0.22
O 5.289 0.706 2.009 -0.070 -2.813 -0.951 -0.25
O 4.354 -1.326 0.541 0.779 1.991 0.417 -0.22
H 3.230 -2.944 0.840 0.025 -0.109 -0.394 0.11
H 4.695 -3.291 -0.132 0.188 0.230 0.096 0.14
H 5.826 -3.666 2.082 0.126 0.134 -0.607 0.13
H 4.198 -3.553 2.655 0.059 0.447 0.461 0.12
C -3.509 -1.007 7.072 -0.786 -2.043 0.666 -0.20
C -2.053 -1.434 7.108 1.283 0.727 -0.262 -0.13
O -1.299 -0.197 7.330 -1.370 1.914 -1.165 -0.22
S -2.125 1.026 6.485 0.034 0.895 0.202 0.75
O -1.709 1.107 5.086 -0.555 -0.592 2.329 -0.27
O -2.184 2.279 7.239 0.323 -2.938 -1.144 -0.24
O -3.581 0.274 6.550 1.545 2.152 -1.045 -0.19
H -4.083 -0.961 7.997 0.529 -0.376 0.391 0.14
H -4.017 -1.704 6.406 -0.205 0.115 -0.121 0.11
H -1.729 -1.820 6.142 -0.266 -0.024 -0.160 0.09
H -1.657 -2.131 7.847 -0.713 0.139 0.304 0.14
C 1.208 0.292 -0.514 0.553 -3.022 0.553 -0.16
C 0.313 -0.434 0.551 0.830 1.723 -0.842 -0.17
O -0.867 -0.749 -0.137 -2.255 0.332 -2.020 -0.23
S -1.138 0.054 -1.573 -0.046 -0.562 1.322 0.78
O -2.255 1.045 -1.418 3.322 -2.506 -0.521 -0.28
O -1.237 -0.999 -2.598 0.218 2.874 1.996 -0.24
O 0.348 0.810 -1.507 -2.412 0.716 -0.721 -0.20
H 1.766 -0.492 -1.027 0.206 -0.042 0.145 0.09
H 1.950 0.936 -0.043 -0.717 0.787 -0.376 0.13
H 0.075 0.329 1.293 0.090 -0.627 0.546 0.09
H 0.734 -1.389 0.865 0.128 0.437 0.333 0.11
C 6.167 2.200 -1.703 1.727 1.018 0.705 -0.21
C 6.076 3.499 -0.892 1.002 -1.301 -0.570 -0.18
O 4.717 3.882 -1.009 -0.829 0.304 -0.647 -0.19
S 4.260 3.623 -2.572 -0.950 -0.239 -0.588 0.75
O 4.577 4.798 -3.402 -0.337 -2.808 1.937 -0.24
O 2.918 3.037 -2.649 2.420 1.554 0.475 -0.26
O 5.292 2.362 -2.744 -2.477 1.088 -2.085 -0.20
H 5.944 1.351 -1.057 -0.030 -0.278 -0.490 0.12
H 7.144 2.201 -2.185 0.238 -0.794 0.534 0.15
H 6.748 4.232 -1.337 -0.179 0.323 0.315 0.13
H 6.410 3.147 0.084 -0.624 1.024 0.492 0.13
C 3.826 3.627 2.967 1.876 -0.657 -0.315 -0.19
C 5.118 3.461 3.861 -0.539 -1.555 -1.677 -0.18
O 4.715 3.772 5.177 -0.476 1.768 0.998 -0.20
S 3.713 5.082 5.029 -1.078 1.490 -0.770 0.77
O 4.443 6.222 4.453 -1.035 -2.244 1.654 -0.25
O 2.771 5.307 6.158 2.989 -1.406 -3.165 -0.24
O 2.961 4.372 3.750 -1.341 1.439 1.605 -0.23
H 3.390 2.668 2.685 -0.215 -0.043 0.546 0.09
H 4.073 4.089 2.011 -0.030 0.559 0.146 0.13
H 5.978 3.999 3.463 -0.160 0.472 0.516 0.13
H 5.354 2.397 3.822 0.214 0.104 0.398 0.10
C -1.534 -2.669 -5.806 -1.011 0.675 0.182 -0.24
C -1.181 -3.291 -4.453 -0.025 -0.082 -0.891 -0.22
O -1.077 -4.737 -4.569 -0.090 1.098 0.765 -0.07
O -0.828 -1.496 -6.142 0.863 -0.159 -0.057 -0.06
H -2.566 -2.330 -5.706 -0.466 -0.570 -0.469 0.10
H -1.464 -3.389 -6.621 0.134 0.039 0.023 0.13
H -1.996 -2.981 -3.799 0.132 -0.878 0.426 0.09
H -0.293 -2.777 -4.085 0.369 -0.464 0.156 0.09
H -0.314 -4.887 -5.132 0.071 -0.124 -0.099 0.08
H -1.152 -0.801 -5.565 0.074 0.419 0.015 0.04
```
Positions in Å, forces in eV/Å.

Results
Total energy: -9909.38700 Eh
Frontier orbital gap: 9.22 eV